No. 1
C34H56BrN9PS3Tc | the ωB97M-V functional and the def2-TZVPD basis

Structure (ORCA input):
```
! wB97M-V def2-TZVPD RIJCOSX def2/J DEFGRID3
* xyz 1 4
Tc -0.170 0.347 0.488
S 0.501 0.064 -1.753
C 1.845 1.098 -1.332
S 1.620 1.844 0.228
C 2.978 1.229 -2.081
C 4.067 2.023 -1.626
N 4.947 2.649 -1.227
C 3.122 0.497 -3.289
N 3.235 -0.156 -4.232
C 7.186 -2.220 -0.929
C 6.169 -3.252 -0.455
C 5.103 -2.685 0.482
C 4.260 -1.570 -0.136
N 3.629 -1.965 -1.388
C 2.442 -2.582 -1.502
S 1.498 -2.994 -0.158
N 2.041 -2.824 -2.761
C 0.793 -3.467 -3.149
C 0.792 -4.989 -3.055
C 1.621 -5.717 -4.109
C 3.131 -5.538 -3.977
H 7.958 -2.681 -1.544
H 7.679 -1.736 -0.082
H 6.725 -1.432 -1.531
H 6.689 -4.061 0.064
H 5.683 -3.717 -1.317
H 5.579 -2.285 1.383
H 4.431 -3.483 0.806
H 4.870 -0.690 -0.347
H 3.476 -1.271 0.557
H 4.092 -1.699 -2.244
H 2.628 -2.479 -3.506
H 0.590 -3.152 -4.176
H 0.003 -3.063 -2.516
H -0.251 -5.312 -3.140
H 1.120 -5.275 -2.053
H 1.297 -5.406 -5.108
H 1.389 -6.783 -4.040
H 3.455 -4.531 -4.246
H 3.660 -6.230 -4.634
H 3.460 -5.729 -2.952
N 2.730 -0.104 5.141
C 1.503 -0.128 4.586
C 1.318 0.127 3.207
N 0.106 0.098 2.676
C -0.945 -0.188 3.465
C -0.739 -0.441 4.806
N 0.462 -0.409 5.369
H 3.539 0.180 4.620
H 2.813 -0.237 6.135
H 2.148 0.355 2.552
H -1.922 -0.204 3.003
H -1.575 -0.675 5.455
Br -3.602 -5.417 -0.818
C -2.755 -3.805 -0.366
C -1.975 -3.718 0.775
C -1.329 -2.527 1.035
N -1.445 -1.451 0.249
C -2.226 -1.539 -0.835
C -2.893 -2.692 -1.184
H -1.840 -4.566 1.431
H -0.671 -2.439 1.888
H -2.295 -0.650 -1.450
H -3.499 -2.725 -2.079
C -4.465 0.855 1.390
C -4.044 2.308 1.695
C -3.686 2.352 3.188
C -5.253 3.227 1.477
P -2.523 2.757 0.670
N -1.596 1.454 0.757
C -1.623 4.238 1.392
C -0.764 3.779 2.584
C -0.653 4.803 0.341
C -2.549 5.377 1.842
C -2.994 3.107 -1.114
C -3.684 4.463 -1.322
C -3.930 2.001 -1.624
C -1.730 3.057 -1.986
H -5.101 0.505 2.206
H -3.606 0.187 1.314
H -5.044 0.772 0.475
H -4.517 1.914 3.745
H -3.556 3.367 3.556
H -2.787 1.780 3.417
H -6.035 2.916 2.175
H -5.669 3.148 0.475
H -5.032 4.275 1.681
H -0.143 2.921 2.327
H -1.351 3.530 3.462
H -0.101 4.604 2.856
H -0.005 4.035 -0.081
H -0.015 5.537 0.838
H -1.169 5.321 -0.464
H -3.175 5.110 2.691
H -3.190 5.743 1.039
H -1.916 6.209 2.158
H -4.572 4.591 -0.705
H -3.999 4.517 -2.366
H -3.015 5.303 -1.145
H -4.935 2.083 -1.218
H -3.546 1.003 -1.405
H -4.009 2.101 -2.708
H -1.076 3.913 -1.836
H -2.040 3.064 -3.033
H -1.152 2.152 -1.816
*
```

As for the molar mass: 895.96 g/mol. The calculation puts the LUMO energy (alpha / beta) at -0.1171 / -0.1531 Eh. Its highest occupied orbital energy (alpha / beta) is -10.3 / -10.4 eV. As for the expectation value of S²: 3.775. The calculation puts the total energy at -6012.5555 Eh. For the HOMO-LUMO gap (alpha / beta), the calculation gives 0.261 / 0.231 Ha.

These are the Mulliken partial charges, in e, on atoms 1 to 99:
1 Tc -0.226
2 S -0.698
3 C 1.579
4 S -0.725
5 C 0.185
6 C -0.223
7 N -0.504
8 C -0.056
9 N -0.583
10 C -1.158
11 C -0.234
12 C -0.648
13 C -0.642
14 N 0.063
15 C -0.303
16 S -0.167
17 N 0.326
18 C -0.410
19 C -0.460
20 C -0.679
21 C -0.963
22 H 0.374
23 H 0.283
24 H 0.248
25 H 0.385
26 H 0.091
27 H 0.453
28 H 0.254
29 H 0.548
30 H -0.301
31 H 0.439
32 H 0.330
33 H 0.576
34 H -0.308
35 H 0.402
36 H 0.254
37 H 0.301
38 H 0.355
39 H 0.173
40 H 0.415
41 H 0.234
42 N -0.408
43 C 0.239
44 C -0.360
45 N 1.550
46 C -1.037
47 C -0.741
48 N -0.615
49 H 0.201
50 H 0.257
51 H 0.046
52 H 0.902
53 H 0.411
54 Br -0.104
55 C -0.142
56 C -0.634
57 C -1.004
58 N 1.985
59 C -0.579
60 C -0.972
61 H 0.504
62 H 0.548
63 H 0.266
64 H 0.563
65 C -1.897
66 C 2.194
67 C -1.826
68 C -1.964
69 P -0.796
70 N 1.576
71 C 2.183
72 C -1.540
73 C -1.934
74 C -1.843
75 C 2.202
76 C -1.835
77 C -1.620
78 C -1.844
79 H 0.533
80 H 0.270
81 H 0.324
82 H 0.667
83 H 0.301
84 H 0.145
85 H 0.536
86 H 0.329
87 H 0.297
88 H 0.154
89 H 0.322
90 H 0.563
91 H 0.237
92 H 0.653
93 H 0.298
94 H 0.308
95 H 0.292
96 H 0.519
97 H 0.294
98 H 0.541
99 H 0.309

=====

No. 2
C34H56N7O3SSiTi | the ωB97M-V functional and the def2-TZVPD basis

Structure (ORCA input):
```
! wB97M-V def2-TZVPD RIJCOSX def2/J DEFGRID3
* xyz 1 1
Ti -0.585 0.736 0.385
C 1.051 3.652 -2.559
C 0.654 2.175 -2.542
C 1.861 1.333 -2.223
C 2.688 1.001 -3.290
C 3.895 0.355 -3.101
C 4.295 0.051 -1.816
C 3.497 0.354 -0.717
C 4.084 0.033 0.631
C 5.183 1.045 0.971
C 2.248 0.975 -0.916
N 1.379 1.181 0.185
C 1.808 1.806 1.253
C 0.993 1.850 2.392
C 1.138 2.465 3.648
C -0.034 2.216 4.342
C -0.859 1.479 3.485
N -0.246 1.230 2.321
H 0.188 4.270 -2.796
H 1.823 3.827 -3.306
H 1.434 3.943 -1.583
H 0.290 1.890 -3.529
H -0.160 2.032 -1.818
H 2.375 1.262 -4.289
H 4.528 0.109 -3.939
H 5.242 -0.441 -1.649
H 4.545 -0.957 0.584
H 3.329 0.016 1.421
H 5.953 1.026 0.205
H 5.639 0.811 1.928
H 4.794 2.059 1.015
H 2.759 2.336 1.255
H 1.995 3.011 3.989
H -0.270 2.525 5.342
H -1.870 1.151 3.679
N -4.667 1.298 -1.940
N -4.194 0.971 -0.733
N -4.946 0.541 0.245
C -4.058 0.240 1.181
N -2.815 0.486 0.767
N -2.923 0.960 -0.456
H -5.616 1.646 -1.928
H -3.995 1.802 -2.505
H -4.332 -0.155 2.138
C -1.743 5.575 2.006
C -1.150 5.335 0.610
C -2.059 5.955 -0.458
C 0.264 5.930 0.539
C -1.065 3.890 0.389
C -1.002 2.693 0.206
H -1.852 6.641 2.192
H -1.087 5.153 2.765
H -2.724 5.110 2.086
H -2.133 7.030 -0.317
H -3.063 5.542 -0.390
H -1.671 5.760 -1.455
H 0.230 6.994 0.765
H 0.695 5.795 -0.451
H 0.913 5.442 1.263
C -3.598 -2.357 -0.997
C -2.790 -3.631 -1.246
C -2.684 -3.894 -2.748
C -3.427 -4.824 -0.531
O -1.467 -3.516 -0.735
Si -0.404 -2.339 -0.432
S -0.681 -0.605 -1.600
O 1.065 -2.986 -0.360
C 1.925 -3.621 -1.300
C 2.042 -2.729 -2.533
C 1.381 -4.994 -1.689
C 3.270 -3.753 -0.580
O -0.577 -1.652 1.078
C -0.459 -2.386 2.324
C -1.689 -2.032 3.161
C 0.828 -1.922 3.010
C -0.392 -3.897 2.117
H -4.630 -2.509 -1.300
H -3.176 -1.538 -1.579
H -3.570 -2.104 0.062
H -3.672 -3.945 -3.199
H -2.166 -4.833 -2.925
H -2.116 -3.092 -3.216
H -4.455 -4.953 -0.854
H -3.413 -4.672 0.545
H -2.871 -5.730 -0.755
H 1.091 -2.699 -3.061
H 2.814 -3.101 -3.199
H 2.291 -1.716 -2.226
H 0.386 -4.887 -2.113
H 1.322 -5.650 -0.824
H 2.040 -5.446 -2.426
H 3.593 -2.765 -0.264
H 4.024 -4.186 -1.230
H 3.159 -4.386 0.298
H -1.806 -0.952 3.198
H -1.563 -2.411 4.169
H -2.584 -2.473 2.730
H 0.796 -0.852 3.208
H 1.681 -2.148 2.373
H 0.949 -2.447 3.953
H -1.263 -4.260 1.581
H -0.347 -4.388 3.085
H 0.494 -4.161 1.549
*
```

As for the molar mass: 718.89 g/mol. The calculation puts the LUMO energy at -0.1457 Eh. Its highest occupied orbital energy is -10.8 eV. The calculation puts the total energy at -3475.2664 Eh. For the HOMO-LUMO gap, the calculation gives 0.251 Ha.

These are the Mulliken partial charges, in e, on atoms 1 to 99:
1 Ti -1.400
2 C -1.322
3 C 0.507
4 C 0.715
5 C -0.793
6 C -1.382
7 C -0.751
8 C 0.828
9 C -0.447
10 C -1.532
11 C -0.439
12 N 1.875
13 C -0.918
14 C -0.278
15 C -0.650
16 C -1.518
17 C -0.769
18 N 2.259
19 H 0.335
20 H 0.499
21 H 0.153
22 H 0.722
23 H -0.987
24 H 0.522
25 H 0.423
26 H 0.526
27 H 0.338
28 H 0.245
29 H 0.394
30 H 0.445
31 H 0.346
32 H 0.417
33 H 0.618
34 H 0.478
35 H 0.553
36 N -0.659
37 N 0.759
38 N -1.043
39 C -0.437
40 N 0.320
41 N 0.462
42 H 0.285
43 H 0.255
44 H 0.446
45 C -1.609
46 C 1.592
47 C -1.563
48 C -1.444
49 C 0.555
50 C 0.558
51 H 0.463
52 H 0.284
53 H 0.335
54 H 0.433
55 H 0.345
56 H 0.264
57 H 0.451
58 H 0.271
59 H 0.291
60 C -1.386
61 C 1.887
62 C -1.754
63 C -1.847
64 O 0.004
65 Si -0.276
66 S -0.757
67 O 0.815
68 C 1.524
69 C -1.644
70 C -1.694
71 C -1.402
72 O -0.200
73 C 1.395
74 C -1.239
75 C -1.305
76 C -1.394
77 H 0.708
78 H 0.184
79 H 0.147
80 H 0.497
81 H 0.395
82 H 0.265
83 H 0.459
84 H 0.340
85 H 0.384
86 H 0.202
87 H 0.600
88 H 0.398
89 H 0.188
90 H 0.329
91 H 0.490
92 H 0.010
93 H 0.417
94 H 0.348
95 H -0.190
96 H 0.521
97 H 0.267
98 H 0.078
99 H 0.056

=====

No. 3
C34H56O30 | the ωB97M-V functional and the def2-TZVPD basis

Structure (ORCA input):
```
! wB97M-V def2-TZVPD RIJCOSX def2/J DEFGRID3
* xyz 0 1
C 7.104 -17.682 5.059
C 6.203 -18.833 5.347
O 4.920 -18.205 5.211
C 4.975 -17.029 4.644
O 4.036 -16.284 4.388
O 6.284 -16.720 4.411
H 7.737 -18.057 4.255
H 7.664 -17.326 5.923
H 6.257 -19.262 6.347
H 6.441 -19.606 4.616
C -2.375 -17.196 8.259
C -2.065 -17.655 6.814
O -0.779 -17.058 6.622
C -0.268 -16.618 7.694
O 0.828 -16.021 7.694
O -1.094 -16.836 8.711
H -2.810 -18.037 8.799
H -3.083 -16.368 8.290
H -2.750 -17.316 6.036
H -2.082 -18.745 6.804
C 6.091 -23.842 8.896
C 4.639 -23.282 8.843
O 4.545 -22.915 7.487
C 5.749 -22.683 6.936
O 5.913 -22.102 5.873
O 6.658 -22.985 7.886
H 6.250 -24.902 8.695
H 6.569 -23.541 9.828
H 4.370 -22.536 9.591
H 3.901 -24.066 9.014
C -2.265 -15.947 2.359
C -3.467 -15.411 1.631
O -4.528 -15.662 2.462
C -4.157 -16.435 3.521
O -4.937 -16.999 4.320
O -2.846 -16.645 3.438
H -1.691 -15.080 2.685
H -1.631 -16.503 1.668
H -3.767 -15.946 0.730
H -3.441 -14.418 1.184
C 4.769 -14.502 1.397
C 3.706 -15.580 1.127
O 3.679 -15.454 -0.330
C 4.262 -14.339 -0.799
O 4.627 -14.095 -1.954
O 4.861 -13.706 0.207
H 5.732 -14.973 1.591
H 4.435 -13.795 2.156
H 2.763 -15.376 1.634
H 4.108 -16.566 1.358
C 5.326 -23.974 3.410
C 6.688 -23.908 2.638
O 6.272 -23.951 1.282
C 4.920 -23.989 1.152
O 4.319 -23.928 0.032
O 4.385 -24.120 2.339
H 5.147 -23.054 3.967
H 5.317 -24.808 4.113
H 7.382 -24.722 2.848
H 7.205 -22.973 2.855
C 2.436 -22.095 4.426
C 1.969 -20.696 4.574
O 0.909 -20.313 3.685
C 0.441 -19.031 3.498
O -0.570 -18.747 2.763
O 1.199 -18.107 4.114
C 1.036 -16.683 3.814
H 3.147 -22.302 5.227
H 2.809 -22.265 3.416
H 1.546 -22.711 4.552
H 2.864 -20.103 4.387
H 1.643 -20.531 5.601
H 1.165 -16.009 4.661
H 0.063 -16.378 3.430
H 1.709 -16.460 2.987
C -7.586 -23.276 2.640
C -6.490 -23.052 1.707
O -5.902 -21.838 1.979
C -4.877 -21.445 1.326
O -4.471 -22.029 0.305
O -4.308 -20.372 1.885
C -3.257 -19.707 1.207
H -8.315 -22.477 2.502
H -7.280 -23.192 3.683
H -8.082 -24.245 2.596
H -6.742 -23.410 0.709
H -5.744 -23.805 1.965
H -2.911 -18.860 1.798
H -3.447 -19.386 0.183
H -2.388 -20.358 1.113
C 2.251 -27.990 0.588
C 1.943 -26.771 1.358
O 2.490 -26.958 2.728
C 1.985 -26.362 3.793
O 0.916 -25.734 3.797
O 2.897 -26.472 4.795
C 2.863 -25.557 5.884
H 2.083 -27.736 -0.458
H 1.787 -28.931 0.885
H 3.299 -28.199 0.799
H 0.874 -26.563 1.329
H 2.477 -25.977 0.835
H 3.727 -25.669 6.538
H 1.946 -25.825 6.409
H 2.978 -24.519 5.571
C 2.938 -19.741 8.119
C 1.615 -19.846 8.894
O 0.478 -20.260 8.188
C 0.304 -21.511 7.770
O 1.034 -22.470 8.028
O -0.726 -21.531 6.863
C -0.993 -22.743 6.106
H 2.940 -18.844 7.499
H 3.191 -20.643 7.560
H 3.703 -19.609 8.885
H 1.273 -18.850 9.179
H 1.887 -20.380 9.804
H -1.923 -22.688 5.542
H -1.007 -23.584 6.800
H -0.194 -22.984 5.405
*
```

As for the molar mass: 944.79 g/mol. Its structure (SMILES) is CCOC(=O)OC.CCOC(=O)OC.CCOC(=O)OC.CCOC(=O)OC.O=C1OCCO1.O=C1OCCO1.O=C1OCCO1.O=C1OCCO1.O=C1OCCO1.O=C1OCCO1. The calculation puts the LUMO energy at -0.0050 Eh. Its highest occupied orbital energy is -10.2 eV. The calculation puts the total energy at -3586.2734 Eh. For the HOMO-LUMO gap, the calculation gives 0.368 Ha.

These are the Mulliken partial charges, in e, on atoms 1 to 99:
1 C -0.363
2 C 0.104
3 O 0.018
4 C 0.369
5 O -0.509
6 O -0.352
7 H 0.317
8 H 0.237
9 H 0.208
10 H 0.008
11 C -0.417
12 C 0.474
13 O -0.047
14 C 0.558
15 O -0.671
16 O -0.372
17 H 0.333
18 H 0.277
19 H -0.219
20 H 0.045
21 C -0.395
22 C -0.416
23 O 0.187
24 C 0.315
25 O -0.448
26 O -0.426
27 H 0.265
28 H 0.303
29 H 0.262
30 H 0.347
31 C -0.447
32 C -0.496
33 O -0.376
34 C 0.560
35 O -0.597
36 O 0.041
37 H 0.497
38 H 0.318
39 H 0.239
40 H 0.335
41 C -0.202
42 C 0.143
43 O -0.395
44 C 0.621
45 O -0.565
46 O -0.371
47 H 0.251
48 H 0.259
49 H 0.031
50 H 0.231
51 C 0.722
52 C -0.349
53 O -0.358
54 C 0.585
55 O -0.628
56 O -0.228
57 H -0.382
58 H 0.158
59 H 0.297
60 H 0.233
61 C 0.353
62 C 0.512
63 O -0.334
64 C 0.397
65 O -0.604
66 O 0.151
67 C 0.195
68 H -0.508
69 H 0.232
70 H -0.326
71 H 0.192
72 H -0.358
73 H 0.374
74 H -0.582
75 H -0.005
76 C -1.261
77 C -0.164
78 O -0.278
79 C 0.660
80 O -0.613
81 O -0.162
82 C -0.364
83 H 0.302
84 H 0.305
85 H 0.390
86 H 0.358
87 H 0.267
88 H -0.151
89 H 0.363
90 H 0.315
91 C -1.336
92 C 0.063
93 O -0.293
94 C 0.837
95 O -0.644
96 O -0.377
97 C 0.018
98 H 0.385
99 H 0.359

=====

Q: What is the formula in the second record?
A: C34H56N7O3SSiTi

=====

Q: Which formula does entry 1 have?
A: C34H56BrN9PS3Tc

=====

Q: Look up the molar mass of the third one.
A: 944.79 g/mol

=====

Q: What is the formula in the third record?
A: C34H56O30